ORCA calculation (ωB97M-V/def2-TZVPD) on a 2-piece molecular cluster, C4H8O2 overall.

XYZ file:
```
14
C4H8O2, DFT ωB97M-V/def2-TZVPD
O -1.38 -0.07 0.81
O 1.58 -0.96 -1.15
C -0.42 -0.98 0.95
C 1.49 1.12 0.06
C 0.89 -0.11 -0.62
C -1.95 0.10 -0.35
H -2.61 0.96 -0.40
H 2.14 0.80 0.88
H 2.11 1.66 -0.67
H -0.23 0.05 -0.94
H -0.01 -1.00 1.95
H -0.52 -1.91 0.39
H 0.71 1.79 0.44
H -2.11 -0.77 -0.99
```

Output
- calculated total energy (Ha) = -307.52649
- ΔE to the lowest compared entry with this formula, charge and spin (kJ/mol) = 488.2
- orbital gap (spin up / spin down) (eV) = 7.927 / 7.934

Results of the Löwdin charge analysis, in e, for atoms 1 through 5: atom 1 (O): -0.14, atom 2 (O): 0.00, atom 3 (C): -0.06, atom 4 (C): -0.05, atom 5 (C): -0.43